Here is a molecular structure, C33H55BKN9S3 from the OMol25 dataset. Energies are from wB97M-V/def2-TZVPD.

Computed properties:
HOMO-LUMO gap in eV: 2.239
Relative energy (zero: lowest compared OMol25 entry of this formula, charge and spin) in eV: 0.6418
F_max in eV/A: 0.75

ORCA input file:
```
! RIJCOSX wB97M-V def2-TZVPD def2/J DEFGRID3
* xyz -2 1
K 1.26613 0.40949 0.77542
C -3.46235 3.15206 -1.80571
C -4.32477 3.00915 -0.55619
C -5.76962 3.33332 -0.94655
C -3.80382 3.99993 0.49020
N -4.31749 1.66163 0.07182
C -5.07164 1.46626 1.22082
C -4.75760 0.25486 1.70386
N -3.81345 -0.30814 0.87861
B -3.19701 -1.66190 1.32841
N -2.64604 -2.46311 0.11753
C -3.57691 -2.89270 -0.79854
C -2.92579 -3.43273 -1.84039
N -1.56755 -3.33489 -1.57010
C -1.40272 -2.76613 -0.32850
S 0.03048 -2.60482 0.56349
C -0.59155 -3.79755 -2.59065
C -0.70532 -5.31851 -2.70049
C -0.97278 -3.13012 -3.91782
C 0.86035 -3.43515 -2.29957
N -2.19890 -1.49277 2.49453
C -1.87817 -2.61795 3.21968
C -0.89065 -2.30422 4.07070
N -0.58429 -0.96575 3.88281
C -1.42225 -0.45607 2.92584
S -1.58113 1.17376 2.45903
C 0.49751 -0.35329 4.73510
C 1.71622 -1.28147 4.67826
C -0.06998 -0.27423 6.15361
C 0.99333 1.03198 4.32624
C -3.53852 0.54868 -0.14123
S -2.46101 0.25575 -1.42171
H -3.58509 4.18611 -2.14263
H -2.41389 2.96343 -1.60074
H -3.76692 2.47401 -2.59879
H -5.80436 4.31799 -1.41602
H -6.13907 2.59455 -1.65908
H -6.44114 3.34727 -0.08787
H -3.75435 5.00065 0.05595
H -4.44237 4.04090 1.37290
H -2.80586 3.70258 0.81256
H -5.73453 2.21434 1.61096
H -5.09113 -0.25129 2.59103
H -4.12461 -2.32698 1.75717
H -4.62789 -2.73366 -0.63949
H -3.30719 -3.84133 -2.75579
H -1.71886 -5.63045 -2.95866
H -0.02503 -5.68450 -3.47202
H -0.43388 -5.77938 -1.75024
H -1.93708 -3.46471 -4.29968
H -1.02072 -2.04867 -3.78993
H -0.21608 -3.36240 -4.66945
H 1.24305 -3.91779 -1.40808
H 1.44148 -3.75702 -3.16862
H 0.99235 -2.36558 -2.16066
H -2.35478 -3.56123 3.02401
H -0.36215 -2.92063 4.77043
H 1.54052 -2.25226 5.14529
H 2.03427 -1.42885 3.64622
H 2.54367 -0.79940 5.19723
H -0.46368 -1.23682 6.48785
H 0.71911 0.03464 6.84118
H -0.87551 0.46138 6.19395
H 1.55428 1.04848 3.38743
H 0.19777 1.76884 4.30044
H 1.72672 1.31305 5.08631
C 2.34280 0.85926 -4.77876
C 1.09145 1.60465 -4.32487
C -0.16433 0.94527 -4.91040
C 1.15876 3.06191 -4.77374
N 1.08597 1.64598 -2.85081
N 0.87939 0.41318 -2.18605
H 2.49545 0.98830 -5.85282
H 2.25872 -0.21169 -4.58455
H 3.21689 1.23232 -4.24400
H -0.21712 1.10751 -5.99014
H -1.06762 1.36161 -4.45679
H -0.16861 -0.13188 -4.74106
H 1.35311 3.12947 -5.84577
H 1.95402 3.57929 -4.23655
H 0.21569 3.57492 -4.56864
H 0.33803 2.25727 -2.53975
H 1.68328 -0.18584 -2.32612
H 0.02582 -0.05453 -2.48372
C 4.82360 1.40976 4.10435
C 5.54836 1.19419 2.81162
C 6.91981 1.18336 2.75462
C 7.63801 0.96629 1.56406
C 6.87444 0.75551 0.40209
C 5.50038 0.75533 0.39562
C 4.74053 0.50698 -0.87043
C 4.69038 0.97640 1.62108
N 3.40389 0.97680 1.63818
H 5.50710 1.73078 4.89974
H 4.30468 0.49694 4.43314
H 4.02346 2.14769 3.97079
H 7.47670 1.35168 3.68077
H 8.72224 0.97475 1.54178
H 7.39605 0.57870 -0.54306
H 5.41998 0.35940 -1.71848
H 4.05145 1.33105 -1.09747
H 4.09749 -0.38323 -0.77552
*
```

Atomic partial charges in e from the Löwdin method, atoms 1 to 4: 0.42 -0.11 -0.55 -0.05